A molecular structure, C28H46BrHgN3P2, computed with ωB97M-V with the def2-TZVPD basis set.

Highest occupied orbital energy (Eh): -0.460
Kohn-Sham gap (eV): 5.599
Lowest unoccupied orbital energy (eV): -6.921
ΔE to the lowest compared entry with this formula, charge and spin (kJ/mol): 0.00
Total charge: +2

Geometry as XYZ:
```
81
C28H46BrHgN3P2 ωB97M-V with the def2-TZVPD basis set
N -4.807 -0.976 2.979
C -4.055 -0.003 3.496
C -3.622 1.081 2.735
C -3.999 1.164 1.368
C -4.755 0.097 0.831
C -5.178 -0.922 1.699
C -3.542 2.250 0.534
Hg 0.695 -0.227 -0.491
P 2.768 0.590 -1.598
C -3.631 2.287 -0.832
C -2.529 2.788 -1.618
C -2.404 2.388 -2.970
C -1.230 2.636 -3.669
C -0.201 3.358 -3.043
C -0.316 3.810 -1.724
C -1.483 3.539 -1.018
Br 1.320 3.932 -4.095
H -3.101 3.083 1.084
H -4.466 1.850 -1.375
H -2.964 1.830 3.177
H -4.993 0.040 -0.232
H -3.795 -0.083 4.557
H -5.835 -1.720 1.333
H -3.222 1.851 -3.450
H -1.578 3.887 0.010
H -1.112 2.287 -4.689
H 0.491 4.368 -1.253
P -0.300 -2.559 -0.628
C 3.147 2.197 -0.808
C 3.836 3.261 -1.650
H 3.762 1.964 0.078
H 2.185 2.584 -0.435
H 4.037 4.134 -1.013
H 4.791 2.921 -2.071
H 3.190 3.609 -2.467
C 2.125 0.671 -3.311
C 3.152 0.819 -4.434
H 1.398 1.496 -3.346
H 1.546 -0.257 -3.460
H 2.629 1.107 -5.355
H 3.911 1.585 -4.226
H 3.657 -0.137 -4.630
C 4.287 -0.431 -1.652
C 5.616 0.318 -1.794
H 4.180 -1.139 -2.491
H 4.280 -1.028 -0.724
H 6.438 -0.409 -1.808
H 5.677 0.881 -2.736
H 5.794 1.010 -0.961
C 0.555 -4.015 0.085
C 2.079 -3.991 -0.027
H 0.147 -4.898 -0.434
H 0.254 -4.092 1.138
H 2.485 -4.883 0.469
H 2.403 -4.004 -1.075
H 2.508 -3.108 0.465
C -0.378 -2.977 -2.416
C -1.239 -2.029 -3.248
H -0.742 -4.014 -2.481
H 0.660 -2.974 -2.778
H -1.090 -2.244 -4.314
H -2.304 -2.160 -3.018
H -0.982 -0.974 -3.084
C -2.032 -2.663 -0.042
C -2.210 -2.864 1.463
H -2.526 -3.472 -0.607
H -2.511 -1.716 -0.338
H -3.278 -2.994 1.678
H -1.669 -3.744 1.832
H -1.869 -1.981 2.016
C -0.526 0.985 5.128
N -0.018 -0.237 4.500
C 0.529 -1.296 5.355
C 0.090 -0.302 3.201
N 0.180 -0.345 2.027
H -0.471 0.863 6.213
H -1.570 1.163 4.822
H 0.079 1.855 4.821
H 0.031 -2.252 5.140
H 1.608 -1.415 5.179
H 0.360 -1.021 6.397
```

For each atom in turn, the Mulliken charge in e is: -0.521, -0.434, -0.316, 0.625, -0.276, -0.569, -0.613, 1.020, 0.254, -0.514, 0.805, -0.774, -0.192, -0.232, -0.414, -0.844, -0.102, 0.612, 0.591, 0.387, 0.279, 0.384, 0.386, 0.429, 0.259, 0.512, 0.606, 0.374, -0.474, -0.817, 0.488, 0.330, 0.413, 0.258, -0.061, 0.650, -1.376, -0.658, 0.274, 0.425, 0.270, 0.379, -0.495, -1.312, 0.435, 0.434, 0.414, 0.274, 0.324, -0.581, -1.217, 0.483, 0.312, 0.426, 0.315, 0.227, -0.592, -1.059, 0.551, 0.333, 0.405, 0.326, 0.121, -0.338, -1.112, 0.554, 0.154, 0.333, 0.472, 0.030, -0.657, 0.131, -0.814, 0.083, -0.421, 0.303, 0.080, 0.325, 0.312, 0.335, 0.286